# C30H98O39S10

19 unconnected molecules or ions with the total composition C30H98O39S10 at a distorted geometry (ωB97M-V/def2-TZVPD, the OMol25 dataset).

Atoms and positions in Å:
S: 17.786 16.115 12.781
O: 19.670 9.529 14.248
H: 10.859 12.907 22.099
H: 20.374 9.272 11.698
S: 18.834 10.555 13.716
H: 13.005 10.002 18.445
O: 11.336 13.707 21.813
O: 7.261 12.981 12.451
H: 8.261 9.768 13.032
S: 19.769 14.997 17.877
C: 16.392 16.772 17.278
H: 10.131 7.488 19.569
H: 17.866 16.443 18.764
H: 16.835 11.605 18.687
O: 17.618 17.199 11.831
C: 19.585 13.402 18.642
O: 14.498 12.401 9.408
H: 15.630 17.959 12.969
H: 13.557 16.373 15.878
C: 19.955 13.887 10.367
C: 18.967 16.737 14.119
C: 19.982 10.180 11.251
H: 19.772 17.174 13.507
H: 15.631 11.624 19.589
O: 13.203 9.097 18.694
H: 9.862 9.133 20.164
H: 15.081 9.874 21.321
C: 10.968 17.748 22.152
H: 16.156 19.352 10.629
H: 10.078 11.354 18.889
H: 16.774 15.012 18.554
O: 17.507 10.734 14.023
C: 9.317 11.237 18.116
H: 19.398 15.882 14.587
O: 12.454 18.962 15.181
H: 12.428 8.676 18.333
O: 18.758 10.533 12.101
S: 8.243 11.970 12.468
H: 14.956 13.258 12.006
H: 14.690 18.399 10.823
H: 12.469 7.490 14.820
C: 19.715 12.152 13.953
H: 10.043 13.963 19.233
H: 15.956 7.371 10.911
O: 13.952 19.083 13.308
O: 13.649 10.236 13.096
C: 19.739 15.124 11.082
O: 8.405 9.550 16.333
O: 10.739 9.229 17.172
H: 19.288 15.954 10.500
O: 12.915 11.828 18.228
H: 20.767 11.923 13.799
H: 15.718 17.225 18.037
H: 10.714 18.967 18.542
C: 14.736 12.665 16.246
H: 16.287 12.609 14.798
H: 10.439 18.683 22.161
H: 18.546 17.515 14.718
S: 9.376 9.618 17.375
O: 14.206 18.847 18.834
O: 16.736 11.345 9.688
H: 15.250 13.974 14.640
O: 11.705 10.166 21.165
H: 10.766 14.164 21.176
H: 16.439 16.911 8.724
H: 10.403 16.940 22.629
H: 18.952 10.918 9.522
C: 15.469 7.945 12.922
S: 12.793 13.262 17.976
C: 16.827 15.906 8.776
C: 15.782 13.385 15.387
O: 14.846 10.434 20.595
H: 10.702 16.066 17.502
H: 16.568 12.545 12.214
O: 20.619 14.829 16.743
H: 16.503 14.028 15.904
H: 17.301 8.132 11.801
H: 12.025 9.095 15.265
H: 13.383 15.156 19.088
C: 15.579 12.379 11.777
C: 13.653 14.134 19.255
C: 9.366 8.255 19.749
C: 15.972 15.033 9.644
H: 14.180 12.043 15.545
H: 6.756 10.110 12.110
H: 15.930 9.132 11.231
H: 11.729 19.193 17.034
C: 17.306 15.836 18.064
S: 12.919 18.223 18.805
C: 10.585 11.826 13.870
H: 9.471 11.945 17.279
H: 13.367 13.792 20.244
S: 15.780 12.323 10.045
O: 14.041 7.834 12.671
O: 13.695 13.640 16.728
S: 13.766 18.557 14.886
H: 16.929 17.649 16.907
H: 20.687 10.951 11.568
O: 18.704 14.855 12.201
O: 9.913 16.534 17.796
H: 18.988 13.517 19.525
O: 9.138 11.692 11.363
O: 9.767 14.585 19.922
H: 20.709 14.163 9.621
H: 14.994 14.863 9.197
H: 10.727 11.234 12.952
H: 19.357 12.893 13.210
H: 20.514 12.869 18.866
H: 12.495 10.711 21.221
C: 15.326 18.991 12.756
C: 15.209 19.277 11.182
C: 12.789 8.512 14.807
H: 7.794 6.870 20.050
O: 16.293 12.223 19.195
H: 17.806 15.926 9.250
H: 7.452 8.431 20.762
C: 8.255 7.699 20.612
O: 12.394 18.353 20.347
H: 19.639 12.564 14.951
O: 18.348 15.273 17.203
H: 10.637 11.172 14.761
H: 11.886 17.857 22.747
H: 10.530 17.458 20.078
H: 14.308 9.865 19.974
H: 19.060 13.581 9.864
C: 19.525 10.027 9.829
H: 16.888 15.527 7.761
S: 12.994 8.995 13.121
H: 17.767 9.737 17.130
H: 9.355 16.605 17.024
H: 12.081 9.363 20.802
H: 6.953 10.768 13.841
H: 20.598 15.460 11.669
H: 11.747 13.503 13.157
H: 20.355 13.114 11.044
H: 15.829 16.310 16.463
H: 12.542 12.493 14.436
H: 14.789 16.453 14.563
H: 15.806 7.160 13.593
H: 20.417 9.933 9.177
O: 9.194 12.406 13.776
O: 16.674 15.524 13.418
H: 12.857 14.227 22.384
H: 13.784 8.661 15.187
H: 15.788 15.416 10.667
O: 12.799 16.857 18.413
O: 11.835 8.840 12.358
O: 11.496 13.795 17.713
H: 11.974 20.261 18.431
H: 14.567 20.138 11.045
H: 15.049 11.508 12.175
O: 17.763 10.699 17.024
H: 18.984 12.795 17.965
C: 11.380 17.355 20.737
H: 15.608 8.915 13.357
H: 11.306 13.568 14.886
H: 11.757 16.354 20.677
H: 8.653 7.380 21.586
H: 14.683 13.808 19.116
O: 13.817 14.298 22.313
C: 7.421 10.449 12.894
H: 14.130 14.995 22.909
H: 13.011 16.540 14.146
H: 9.646 15.425 19.476
H: 15.932 19.682 13.332
C: 16.211 8.153 11.630
H: 8.306 11.383 18.445
O: 16.640 13.703 9.706
O: 20.080 16.035 18.835
H: 17.408 10.803 16.122
O: 14.917 19.024 15.607
C: 11.638 12.938 14.058
C: 11.663 19.249 18.099
C: 13.794 16.757 14.872
H: 18.866 9.150 9.774
H: 15.103 12.111 17.114
O: 8.761 8.591 18.459

Atomic forces in eV per Å
4.008 1.095 0.782
-0.431 -0.442 -0.055
0.303 0.582 -0.202
-0.028 -0.354 -0.197
5.493 2.123 -3.056
0.104 0.860 -0.168
-0.134 -0.964 0.723
-0.712 1.063 -0.261
-0.367 -0.351 0.260
0.451 0.533 -0.067
0.055 0.257 0.863
-0.112 0.131 -0.043
-0.293 -0.001 0.555
0.170 0.172 -0.243
0.172 -1.421 0.182
-0.616 -0.157 -0.222
0.395 -0.017 0.207
0.284 0.417 -0.394
0.033 0.398 -0.405
0.958 -0.742 -0.418
0.049 -0.342 -3.137
-0.800 0.173 2.333
-0.234 0.046 0.198
0.289 0.312 0.345
0.396 -0.139 0.287
-0.177 0.038 0.073
0.338 -0.447 0.649
1.051 -0.889 0.049
-0.199 0.134 0.623
-0.101 -0.109 -0.055
0.121 0.151 -0.116
-4.879 -0.016 1.976
0.276 -0.061 -0.872
-0.164 -0.526 0.860
-1.671 0.578 0.505
-0.516 -0.677 -0.220
0.892 -0.762 0.132
2.307 -0.633 -0.041
0.190 -0.220 -0.162
-0.229 -0.103 -0.433
0.055 -0.631 0.030
-0.169 -0.554 -0.739
0.065 0.362 -0.096
0.105 0.110 -0.102
0.167 -1.002 1.277
1.325 2.221 0.146
-1.777 2.122 2.558
0.438 0.284 -0.278
0.527 0.130 -0.312
0.616 -0.537 0.214
-0.393 1.010 -0.360
0.059 0.038 -0.152
0.049 -0.479 -0.618
-0.048 -0.116 -0.262
-0.353 0.519 -0.387
0.138 0.169 0.322
-0.333 0.295 0.053
-0.586 0.087 0.498
-1.110 -1.025 1.439
-0.508 -0.125 -0.485
0.362 -1.076 -0.155
0.006 0.176 0.073
-0.103 0.078 0.164
-0.408 0.131 -0.279
-0.172 0.397 0.167
-0.181 0.243 -0.215
0.265 -0.487 0.060
-0.338 1.530 -0.179
2.078 -1.302 0.643
0.350 -0.278 0.469
-0.632 -0.213 0.262
-1.352 -0.405 -1.335
0.217 -0.079 0.024
-0.162 -0.293 -0.005
0.391 -0.166 -0.416
-0.201 -0.291 0.034
-0.440 0.075 0.000
-0.291 0.707 0.462
0.525 0.532 0.086
-0.131 0.967 0.650
-0.469 -1.251 -0.271
0.336 0.173 -0.476
-0.816 -1.305 0.191
0.075 -0.428 0.344
-0.101 0.300 -0.078
0.166 -0.222 -0.126
-0.298 -0.100 -0.527
-0.049 0.518 -0.407
-0.305 1.535 2.466
-0.465 0.170 -0.169
0.227 -0.366 0.376
-0.390 -0.070 -0.063
-0.044 2.164 -0.803
-0.764 0.071 -0.181
0.251 -0.274 -0.138
2.624 0.038 -2.058
0.156 -0.302 -0.183
0.147 0.193 -0.977
-0.871 1.594 -0.569
0.052 0.048 0.355
-0.195 0.134 0.628
-0.755 0.487 0.723
-0.254 -0.605 0.265
0.061 -0.486 -0.081
-0.110 0.005 -0.068
0.207 0.238 0.428
0.041 -0.588 0.485
0.037 0.639 -0.178
0.168 0.507 0.078
-0.778 -0.188 -0.792
-0.026 -0.863 2.110
0.074 0.037 -1.126
0.242 0.058 0.514
-0.066 -0.169 -0.247
0.131 0.256 -0.406
0.334 -0.008 0.079
-0.304 -0.001 -0.369
0.085 -1.272 -0.769
-0.381 -0.211 0.330
0.061 -0.291 0.449
-0.464 0.154 -0.413
-0.224 0.093 -0.077
-0.207 -0.077 -0.376
0.697 0.465 0.786
-0.445 -0.448 -0.224
0.163 0.671 -0.024
0.100 -0.214 -0.032
1.427 -2.513 0.928
0.143 0.218 0.111
-0.294 -0.003 -0.333
-0.056 -0.392 -0.277
-0.157 -0.885 -0.359
0.103 0.114 -0.441
0.362 0.383 -0.462
-0.205 0.201 -0.495
0.159 -0.044 0.333
0.516 -0.258 -0.408
-0.070 -0.219 -0.177
-0.173 -0.244 -0.223
-0.543 -0.182 0.303
0.202 -1.246 -0.904
-1.360 -0.780 0.082
-0.305 0.022 0.097
0.199 -0.042 0.735
0.469 -0.148 -0.448
-0.202 -0.542 -0.851
-1.653 -0.683 -0.990
-0.767 0.316 -0.163
-0.346 -0.511 -0.188
0.086 0.237 -0.130
0.346 -0.008 -0.365
-0.285 -0.317 -0.358
0.159 0.015 -0.205
-0.217 1.515 0.768
0.121 0.342 1.223
-0.118 0.251 -0.180
0.496 -0.406 -0.042
-0.200 -0.033 -0.384
0.181 0.509 -0.083
0.977 0.441 0.353
1.255 0.973 1.224
-0.284 -0.354 -0.246
0.141 -0.518 0.056
-0.045 0.362 -0.539
0.220 0.155 -0.210
0.200 -0.778 -0.484
-0.418 0.001 0.443
-1.099 -0.024 0.621
-0.454 -0.998 -0.467
0.128 0.130 0.283
-0.475 -0.060 0.026
-1.708 -0.628 0.675
1.036 0.836 0.658
-0.276 0.928 -0.341
0.307 0.285 -0.233
0.074 0.181 -0.296
0.025 0.780 -0.131

# C43H70FN5OPPdS

A molecular structure, C43H70FN5OPPdS (ωB97M-V/def2-TZVPD, the OMol25 dataset).

Properties
Net charge ... -1
Energy relative to the best compared isomer or geometry (same formula, charge and spin) ... 0.000 eV

Atoms and positions in Å:
C: 3.052 -1.902 0.655
H: 4.078 0.525 -3.464
H: 1.892 -0.449 -1.566
C: 1.181 2.136 3.053
C: -3.363 -4.880 -1.989
C: 2.362 -4.077 1.464
C: -3.270 -0.093 1.947
C: 3.205 1.520 1.647
H: 1.145 3.125 2.591
C: -2.757 3.227 0.291
C: 5.031 2.255 0.223
C: -0.888 -1.890 -1.145
C: -2.228 4.261 -0.717
C: 3.488 -0.242 -2.952
H: -6.016 0.604 0.898
C: 0.908 -2.180 1.608
H: -4.161 -2.329 -1.259
H: 0.912 1.805 -1.838
C: -5.201 1.754 2.503
H: -2.102 -5.752 0.344
H: 3.819 5.548 -1.612
H: 4.274 -3.646 0.597
H: -2.192 2.949 -3.056
H: -4.133 -0.225 -0.009
H: -1.283 3.910 -1.138
H: 3.827 -1.292 0.207
H: 5.981 2.764 0.107
C: 3.113 5.290 1.145
H: 2.223 2.235 -2.962
H: -5.019 -1.287 2.280
H: -5.377 2.139 0.379
H: -6.074 2.382 2.699
H: 2.308 5.017 -2.398
C: 2.616 0.203 3.767
H: -5.969 2.488 -3.835
H: -5.415 1.417 -1.802
C: -3.865 0.575 0.692
H: -1.910 -4.159 1.089
C: -5.198 0.538 3.442
C: -2.274 1.859 -3.052
H: -2.234 2.673 2.343
H: 1.055 0.962 -3.390
H: -4.586 1.441 -5.580
H: -2.878 6.851 1.517
C: 1.625 1.404 -2.568
C: -4.369 -0.621 2.860
C: 2.740 5.441 -1.493
C: 3.308 -3.244 0.884
H: 0.375 -4.094 2.331
H: -4.797 0.830 4.416
C: -3.244 -4.194 -0.632
H: -2.130 6.428 -0.800
C: 1.813 -1.289 0.976
H: 1.839 -0.454 3.384
C: 4.414 1.657 -0.864
C: 2.593 1.551 3.040
H: -4.453 3.366 -3.913
H: -0.975 5.689 0.299
C: -2.021 -4.684 0.137
H: -0.545 -2.059 -0.141
C: -2.945 5.831 1.127
C: -4.894 2.397 -3.655
H: 2.911 -0.774 -3.712
C: -2.737 1.368 -4.434
N: 1.499 0.013 0.775
C: -3.261 1.424 -1.961
H: 2.266 6.397 -1.266
C: -4.634 2.088 -2.171
H: 4.869 2.688 2.313
S: 2.394 4.278 -0.159
O: 0.922 4.332 0.047
H: -2.581 -0.884 1.648
H: -1.280 1.473 -2.824
N: -2.230 -1.887 -2.853
C: 1.144 -3.513 1.837
H: -1.103 -4.528 -0.435
H: -2.327 0.377 -4.626
C: 4.408 2.200 1.459
H: 4.883 1.715 -1.840
H: -4.720 3.012 -1.593
H: -3.499 4.622 2.838
H: 2.606 6.256 1.152
H: -3.196 -2.208 0.221
H: 2.563 -5.126 1.639
H: -2.335 2.033 -5.204
H: 4.178 -0.952 -2.491
H: -3.835 3.385 0.414
H: -4.323 2.375 2.695
H: -1.007 3.544 1.466
Pd: -0.513 0.622 0.006
N: -2.140 -2.152 -1.539
C: -4.271 1.323 -4.540
N: -1.063 -1.497 -3.222
H: -1.854 5.234 2.903
C: 3.219 0.963 -0.721
H: -4.634 0.342 -4.215
N: -0.197 -1.501 -2.187
H: -3.394 0.343 -2.103
P: -2.505 1.470 -0.252
H: -6.225 0.204 3.615
C: 2.622 0.840 0.554
H: 2.433 0.356 4.835
H: -3.412 -5.963 -1.867
H: 3.237 2.229 3.616
C: 2.533 0.355 -1.921
H: 3.578 -0.300 3.652
C: -2.004 5.635 -0.057
H: 2.949 4.765 2.083
H: 0.823 2.221 4.084
C: -2.082 3.493 1.638
H: -2.500 -4.649 -2.616
H: 4.183 5.400 0.967
C: -3.251 -2.669 -0.765
H: -3.944 -1.224 3.665
H: 0.500 1.494 2.491
C: -5.182 1.302 1.046
H: -4.137 -4.430 -0.041
H: -3.981 5.695 0.799
H: -4.257 -4.553 -2.524
C: -2.607 4.813 2.231
H: -2.940 4.363 -1.541
F: -0.290 -1.681 2.046
H: -2.641 0.617 2.492

Atomic forces in eV per Å
0.058 -0.065 -0.014
-0.010 -0.002 0.003
-0.016 0.007 0.002
-0.059 -0.017 -0.017
-0.006 0.006 0.006
0.012 -0.010 -0.007
0.009 -0.013 -0.016
0.034 -0.013 -0.046
0.015 0.034 -0.002
-0.093 -0.025 -0.006
0.007 0.002 0.002
-0.222 -0.061 -0.006
-0.058 0.038 -0.024
0.001 -0.001 0.014
-0.018 0.022 -0.010
-0.012 -0.023 -0.011
-0.001 0.001 -0.006
0.011 -0.016 -0.002
0.022 -0.019 0.021
0.011 -0.002 -0.005
-0.007 0.006 -0.014
0.004 0.004 -0.003
0.006 -0.040 -0.004
0.049 -0.016 0.029
0.040 -0.006 0.013
-0.023 -0.015 0.012
-0.004 0.010 0.002
0.003 0.059 -0.039
0.003 -0.013 -0.011
0.004 -0.005 0.007
0.012 -0.009 0.022
-0.003 -0.001 0.004
0.006 -0.012 0.003
0.024 0.013 -0.013
0.006 0.002 0.002
-0.015 -0.001 -0.002
0.074 -0.067 -0.022
-0.006 -0.002 -0.004
-0.013 0.020 -0.010
-0.028 0.036 -0.027
0.020 0.036 -0.014
0.002 0.002 0.006
0.000 -0.006 -0.004
-0.001 -0.004 0.004
0.007 0.018 -0.019
-0.033 0.011 -0.006
-0.001 -0.002 0.008
-0.029 -0.014 0.025
-0.003 0.008 0.006
0.007 -0.002 0.001
-0.002 0.008 0.010
-0.008 0.005 0.018
0.006 -0.007 0.091
-0.008 -0.035 -0.012
0.023 -0.014 -0.005
0.023 -0.011 0.014
-0.005 0.007 -0.001
0.045 0.026 -0.016
-0.012 0.008 0.008
0.137 0.031 -0.017
0.010 -0.010 0.017
-0.005 -0.006 0.003
0.002 0.001 0.001
-0.028 0.013 0.015
-0.088 -0.046 -0.024
0.063 -0.054 0.014
0.010 0.005 -0.004
-0.003 0.049 -0.059
-0.009 -0.005 0.006
-0.046 -0.168 -0.044
-0.082 0.167 0.049
0.035 0.047 0.017
-0.013 -0.013 0.022
-0.018 0.039 0.039
0.039 0.023 -0.014
0.007 -0.002 0.001
0.023 -0.031 -0.003
-0.004 -0.006 0.009
-0.013 -0.003 0.000
0.013 -0.009 0.002
0.003 0.008 0.008
0.006 0.019 0.028
-0.025 -0.028 -0.032
-0.007 0.001 0.002
-0.006 0.005 0.005
0.001 -0.001 -0.001
0.041 0.044 0.001
-0.035 -0.004 -0.001
0.089 -0.011 -0.025
0.148 0.243 0.389
0.012 -0.098 0.026
0.002 -0.005 0.023
-0.004 -0.063 0.032
0.004 -0.010 -0.005
-0.048 -0.010 0.066
-0.005 0.010 -0.005
0.124 -0.093 -0.382
0.035 -0.002 0.011
-0.146 0.126 -0.117
-0.002 0.013 0.014
0.084 0.053 -0.008
-0.005 0.007 -0.007
0.005 0.001 -0.002
-0.010 -0.006 -0.007
0.012 0.003 -0.044
-0.003 -0.004 -0.003
-0.020 -0.052 0.005
-0.007 -0.026 0.000
-0.011 0.015 -0.005
-0.064 0.039 0.069
0.001 -0.002 0.002
-0.003 -0.001 0.023
-0.005 -0.016 -0.042
-0.007 -0.007 -0.003
0.002 0.019 0.028
-0.040 -0.005 0.007
0.001 -0.002 -0.007
-0.003 0.010 -0.009
0.005 0.001 -0.005
0.005 -0.006 -0.007
0.013 -0.013 0.012
0.000 -0.001 -0.013
-0.014 -0.018 0.019

| no. | electronic energy (hartree) | HOMO-LUMO gap (eV) | HOMO level (eV) |
| --- | --- | --- | --- |
| 1 | -8117.96779 | 10.92 | -10.86 |
| 2 | -2996.85170 | 5.65 | -3.34 |